C4H34O15 | ωB97M-V with the def2-TZVPD basis set

Each atom is followed by the atoms it is bonded to, with distances in Å.
Positions of all 53 atoms, in Å:
1 C 3.692 0.237 -0.980  C2 1.497, O4 1.438, H5 1.103, H6 1.162
2 C 3.256 1.104 -2.120  C1 1.497, O3 1.456, H7 1.065, H8 1.076
3 O 1.986 0.792 -2.761  C2 1.456, H9 1.000
4 O 3.114 0.503 0.309  C1 1.438, H10 0.980
5 H 4.788 0.325 -0.888  C1 1.103
6 H 3.491 -0.880 -1.229  C1 1.162
7 H 3.963 0.923 -2.896  C2 1.065
8 H 3.342 2.077 -1.669  C2 1.076
9 H 1.308 0.846 -2.027  O3 1.000
10 H 2.301 -0.041 0.367  O4 0.980
11 C -0.626 -0.866 1.795  C12 1.503, O14 1.398, H15 1.082, H16 1.074
12 C 0.219 -1.977 1.236  C11 1.503, O13 1.401, H17 1.092, H18 1.108
13 O 0.942 -1.536 0.120  C12 1.401, H19 0.997
14 O 0.120 0.311 1.686  C11 1.398, H20 0.995
15 H -0.942 -1.105 2.803  C11 1.082
16 H -1.528 -0.733 1.228  C11 1.074
17 H -0.285 -2.922 1.019  C12 1.092
18 H 0.971 -2.272 1.993  C12 1.108
19 H 0.601 -1.922 -0.734  O13 0.997
20 H 0.051 0.980 2.419  O14 0.995
21 O 2.180 -1.947 -3.528  H22 0.978, H23 0.984
22 H 2.165 -1.143 -2.971  O21 0.978
23 H 1.736 -1.722 -4.377  O21 0.984
24 O -5.232 0.299 -0.243  H25 0.958, H26 0.958
25 H -5.024 1.200 -0.490  O24 0.958
26 H -5.859 -0.086 -0.857  O24 0.958
27 O -3.923 0.213 2.170  H28 0.977, H29 0.966
28 H -4.202 -0.581 2.666  O27 0.977
29 H -4.559 0.378 1.462  O27 0.966
30 O -2.275 1.481 4.032  H31 0.941, H32 0.951
31 H -2.894 0.984 3.529  O30 0.941
32 H -2.707 1.849 4.796  O30 0.951
33 O 0.754 -0.260 -5.271  H34 0.951, H35 0.988
34 H -0.190 -0.367 -5.303  O33 0.951
35 H 1.004 0.275 -4.479  O33 0.988
36 O -2.083 -1.259 -1.509  H37 0.971, H38 0.934
37 H -2.576 -0.627 -0.963  O36 0.971
38 H -2.546 -1.365 -2.314  O36 0.934
39 O 2.834 0.041 3.385  H40 0.928, H41 1.015
40 H 2.075 -0.144 2.884  O39 0.928
41 H 3.521 0.034 2.638  O39 1.015
42 O -2.972 2.334 -0.111  H43 0.946, H44 0.978
43 H -2.259 2.096 -0.685  O42 0.946
44 H -2.824 1.820 0.707  O42 0.978
45 O 0.013 -3.293 -2.111  H46 0.973, H47 0.964
46 H 0.671 -2.994 -2.762  O45 0.973
47 H -0.585 -2.544 -2.003  O45 0.964
48 O -0.101 1.586 -0.876  H49 0.964, H50 0.967
49 H -0.064 0.912 -0.189  O48 0.964
50 H 0.431 2.267 -0.441  O48 0.967
51 O 1.464 2.523 4.270  H52 0.975, H53 0.947
52 H 2.281 1.990 4.250  O51 0.975
53 H 0.978 2.210 5.021  O51 0.947

As for the gap between HOMO and LUMO: 10.1 eV. The value obtained for the HOMO energy is -10.276 eV. The calculation puts the energy relative to the best compared isomer or geometry (same formula, charge and spin) at 0.000 eV. The calculation puts the LUMO energy at -0.15 eV.